# 1
DFT (ωB97M-V with the def2-TZVPD basis set) results for C27H51I2N4O2PSSn as an isolated structure.

The net charge is -2. The calculation puts the lowest unoccupied orbital energy at 4.06 eV. As for the strongest force on any atom: 0.013 hartree/bohr. Its orbital gap is 0.18579 Eh. Its electronic energy is -2978.22815 a.u.

Positions of all 89 atoms, in Å:
Sn: -0.150 0.389 -0.687
I: -1.738 2.378 -1.787
C: 1.621 1.569 -1.418
I: 3.668 0.878 -1.428
H: 1.675 2.558 -0.970
H: 1.396 1.672 -2.478
O: -2.294 -0.820 0.302
P: -3.539 -0.970 1.118
C: -4.387 -2.433 0.350
C: -4.268 -2.354 -1.185
C: -5.484 -1.695 -1.831
C: -6.754 -2.469 -1.482
C: -6.974 -2.460 0.028
C: -5.757 -2.981 0.798
C: -3.028 -1.310 2.830
C: -4.037 -1.530 3.971
C: -4.356 -2.998 4.274
C: -3.082 -3.818 4.452
C: -2.253 -3.752 3.172
C: -1.852 -2.310 2.866
C: -4.472 0.605 1.030
C: -5.953 0.639 1.458
C: -6.358 2.050 1.882
C: -5.616 2.477 3.153
C: -4.144 2.012 3.140
C: -3.647 1.719 1.727
H: -3.633 -3.161 0.672
H: -4.181 -3.374 -1.581
H: -3.349 -1.821 -1.444
H: -5.344 -1.648 -2.913
H: -5.575 -0.662 -1.477
H: -6.644 -3.503 -1.832
H: -7.627 -2.047 -1.990
H: -7.843 -3.071 0.293
H: -7.202 -1.443 0.339
H: -5.725 -4.069 0.658
H: -5.914 -2.810 1.864
H: -2.531 -0.342 3.016
H: -4.965 -0.984 3.787
H: -3.591 -1.094 4.872
H: -4.933 -3.442 3.460
H: -4.979 -3.050 5.174
H: -3.328 -4.853 4.710
H: -2.495 -3.400 5.278
H: -2.840 -4.183 2.352
H: -1.350 -4.360 3.271
H: -1.295 -2.239 1.931
H: -1.165 -1.955 3.640
H: -4.403 0.796 -0.048
H: -6.148 -0.047 2.291
H: -6.583 0.324 0.629
H: -7.440 2.099 2.040
H: -6.122 2.738 1.065
H: -6.132 2.057 4.024
H: -5.670 3.565 3.253
H: -4.021 1.123 3.761
H: -3.495 2.766 3.585
H: -2.586 1.461 1.750
H: -3.708 2.627 1.122
C: 3.955 1.294 2.876
N: 2.829 1.023 2.012
C: 1.660 1.903 2.100
C: 0.446 0.921 2.135
O: -0.494 1.179 1.123
N: 1.055 -0.406 1.855
C: 2.321 -0.259 1.890
N: 3.223 -1.318 1.796
H: 4.445 2.219 2.564
H: 4.680 0.484 2.808
H: 3.647 1.400 3.925
H: 1.591 2.554 1.223
H: 1.690 2.507 3.003
H: 2.713 -2.151 1.534
H: 3.944 -1.117 1.113
C: 1.532 -2.250 -2.461
C: 0.020 -2.254 -2.166
C: -0.685 -2.929 -3.360
C: -0.221 -3.123 -0.915
N: -0.573 -0.942 -2.070
H: 1.929 -3.262 -2.630
H: 2.071 -1.808 -1.621
H: 1.727 -1.638 -3.345
H: -0.289 -3.937 -3.541
H: -0.540 -2.318 -4.253
H: -1.757 -2.995 -3.162
H: 0.146 -4.151 -1.047
H: -1.289 -3.144 -0.688
H: 0.292 -2.676 -0.057
S: -0.332 0.986 3.808

Atom charges from the Mulliken analysis, given in e for atoms 1 to 2: Sn 0.9854; I -0.5172

# 2
DFT (ωB97M-V with the def2-TZVPD basis set) results for C9H6N2O5Ti as an isolated structure in a non-equilibrium geometry.

The net charge is +3. As for the multiplicity: 2. The calculation puts the lowest unoccupied orbital energy (alpha / beta) at -16.28 / -16.23 eV. As for the strongest force on any atom: 0.229 hartree/bohr. Its orbital gap (alpha / beta) is 0.17522 / 0.16773 Eh. Its electronic energy is -1680.39878 a.u.

Positions of all 23 atoms, in Å:
O: 0.770 0.803 -3.233
C: -0.073 0.624 -2.473
Ti: -1.475 0.326 -1.209
O: -3.555 0.906 -3.378
C: -2.773 0.688 -2.563
C: -2.877 0.029 0.056
O: -3.721 -0.150 0.816
C: -1.447 2.179 -0.741
O: -1.430 3.294 -0.460
C: -1.504 -1.527 -1.676
O: -1.521 -2.641 -1.957
C: 3.309 -0.437 1.615
N: 1.879 -0.361 1.343
C: 0.890 -0.597 2.221
C: -0.308 -0.420 1.568
N: -0.063 -0.074 0.283
C: 1.285 -0.046 0.176
H: 3.574 0.284 2.417
H: 3.571 -1.464 1.946
H: 3.893 -0.193 0.703
H: 1.029 -0.877 3.257
H: -1.284 -0.541 2.014
H: 1.828 0.197 -0.726

Atom charges from the Mulliken analysis, given in e for atoms 1 to 2: O -0.0282; C 0.5578

# 3
DFT (ωB97M-V with the def2-TZVPD basis set) results for a 3-piece molecular cluster, C26H48ClN3O3 overall.

The net charge is 0. The calculation puts the lowest unoccupied orbital energy at -0.96 eV. As for the strongest force on any atom: 0.006 hartree/bohr. Its orbital gap is 0.26369 Eh. Its electronic energy is -1869.60443 a.u.

Positions of all 81 atoms, in Å:
H: 4.373 -2.348 2.315
N: 4.201 -2.723 1.380
C: 4.771 -2.018 0.498
C: 5.637 -0.818 0.768
C: 4.587 -2.464 -0.949
C: 3.254 -2.050 -1.513
C: 2.389 -2.850 -2.148
C: 2.503 -4.329 -2.392
C: 1.518 -5.094 -1.494
C: 2.046 -5.358 -0.081
Cl: 1.062 -6.637 -2.300
C: 1.141 -2.212 -2.714
O: 0.620 -2.646 -3.713
C: 0.613 -1.020 -2.004
C: 1.454 -0.222 -1.358
C: 1.080 1.013 -0.600
C: 0.557 0.690 0.802
O: -0.539 -0.212 0.816
C: 2.909 -0.599 -1.406
O: 3.769 0.251 -1.344
H: 6.675 -1.151 0.873
H: 5.342 -0.333 1.701
H: 5.595 -0.095 -0.049
H: 5.392 -2.065 -1.573
H: 4.647 -3.551 -0.960
H: 2.247 -4.525 -3.435
H: 3.519 -4.685 -2.220
H: 0.583 -4.533 -1.430
H: 1.276 -5.172 0.670
H: 2.377 -6.392 0.021
H: 2.884 -4.698 0.157
H: -0.452 -0.823 -2.072
H: 1.961 1.652 -0.493
H: 0.328 1.590 -1.150
H: 0.278 1.631 1.293
H: 1.343 0.233 1.409
H: -1.295 0.232 0.416
C: -3.411 5.212 -5.336
C: -2.309 4.178 -5.164
N: -1.906 4.006 -3.778
C: -0.661 3.278 -3.617
C: -0.617 1.813 -4.066
C: -2.972 3.663 -2.850
C: -3.800 2.405 -3.140
H: -3.132 6.152 -4.858
H: -3.579 5.399 -6.397
H: -4.358 4.878 -4.910
H: -1.421 4.511 -5.709
H: -2.626 3.237 -5.641
H: -0.380 3.343 -2.561
H: 0.109 3.829 -4.166
H: -1.184 1.160 -3.402
H: 0.416 1.457 -4.067
H: -1.009 1.686 -5.076
H: -3.655 4.514 -2.792
H: -2.518 3.583 -1.858
H: -4.131 2.374 -4.179
H: -4.692 2.400 -2.512
H: -3.250 1.486 -2.940
C: 0.260 -1.108 4.326
C: -0.736 -0.827 5.440
N: -1.264 0.527 5.388
C: -1.976 0.924 6.589
C: -3.269 0.178 6.941
C: -1.869 0.917 4.124
C: -3.017 0.056 3.583
H: 1.044 -0.348 4.317
H: 0.727 -2.083 4.474
H: -0.219 -1.119 3.346
H: -0.240 -0.937 6.408
H: -1.524 -1.597 5.411
H: -2.190 1.993 6.509
H: -1.277 0.815 7.424
H: -4.089 0.442 6.274
H: -3.576 0.436 7.956
H: -3.133 -0.903 6.903
H: -1.083 0.941 3.366
H: -2.209 1.950 4.238
H: -2.767 -1.005 3.608
H: -3.212 0.318 2.541
H: -3.944 0.198 4.138

Atom charges from the Mulliken analysis, given in e for atoms 1 to 2: H 0.2659; N -0.6226

# 4
DFT (ωB97M-V with the def2-TZVPD basis set) results for a single CH6N2O molecule in a non-equilibrium geometry.

The net charge is 0. The calculation puts the lowest unoccupied orbital energy at 1.23 eV. As for the strongest force on any atom: 0.055 hartree/bohr. Its orbital gap is 0.38394 Eh. Its electronic energy is -226.31596 a.u.

Positions of all 10 atoms, in Å:
C: -1.463 -0.339 0.124
N: -0.307 0.441 -0.218
O: 0.965 -0.497 -0.362
N: 2.099 0.036 0.124
H: -1.889 -0.906 -0.710
H: -1.201 -1.021 0.927
H: -2.208 0.372 0.491
H: -0.401 0.843 -1.149
H: 2.058 0.175 1.131
H: 2.347 0.897 -0.357

Atom charges from the Mulliken analysis, given in e for atoms 1 to 2: C -0.6656; N -0.3259